Density functional theory data (ωB97M-V with the def2-TZVPD basis set) for a gas-phase ion, C4H8N3OS (charge +1) at a distorted geometry.

Computed properties:
HOMO in eV: -13.4
SMILES string: C[N+]1(C)NC(=S)NC1=O
Charge: +1
Orbital gap in eV: 9.27
E_tot in Ha: -794.58425
Energy relative to the best compared isomer or geometry (same formula, charge and spin) in kJ/mol: 291.3

The geometry in XYZ format:
```
17
C4H8N3OS, DFT ωB97M-V with the def2-TZVPD basis set
C -1.529 -0.461 -0.277
N -0.220 -0.051 0.285
C -0.094 -0.635 1.624
N 0.099 1.330 0.055
C 1.126 1.468 -0.933
S 1.446 2.917 -1.486
N 1.407 0.210 -1.424
C 0.835 -0.806 -0.699
O 0.880 -1.956 -0.683
H -2.238 0.463 -0.228
H -1.451 -0.816 -1.200
H -1.904 -1.333 0.275
H -0.838 -0.322 2.242
H -0.052 -1.690 1.711
H 0.795 -0.127 2.198
H -0.130 1.968 0.765
H 1.868 -0.161 -2.226
```